Below is C36H54Br15F6NO5 as an isolated structure at a distorted geometry, with properties calculated with ωB97M-V with the def2-TZVPD basis set.

Atoms and positions in Å:
1 C 0.33817 -2.62669 -0.26554
2 C 0.81731 -1.17491 -0.05419
3 C 1.00315 -0.42999 -1.38284
4 O 0.45106 0.90589 -1.40019
5 C -0.25940 1.30945 -2.49462
6 C -0.54914 2.82224 -2.13488
7 C -1.53786 3.55967 -3.00606
8 O -1.25153 4.18813 -3.96172
9 Br -3.45776 3.59480 -2.48472
10 O -1.51403 0.71251 -2.76093
11 C -2.13790 -0.07718 -1.78259
12 C -3.28281 -0.83636 -2.51417
13 F -2.68134 -1.45992 -3.61726
14 C -4.39654 0.03117 -3.07730
15 C -5.60946 -0.89882 -3.45381
16 C -2.75326 0.64107 -0.57528
17 O -3.62622 -0.35108 0.12096
18 C -4.85428 0.04694 0.21310
19 N -5.96245 0.34561 0.08967
20 O -1.80145 1.00422 0.34727
21 C -2.30313 1.84083 1.39185
22 C -1.36224 3.00422 1.73900
23 C -0.35295 2.60767 2.79483
24 C -0.33690 3.14074 4.07158
25 C 0.63284 2.74580 4.99184
26 C 1.57144 1.79741 4.62276
27 C 1.59112 1.24872 3.33612
28 C 0.61861 1.67021 2.44484
29 C 0.52560 1.33474 -3.84966
30 F 1.01707 2.55939 -4.15089
31 F 1.63034 0.53569 -3.84484
32 C -0.26912 0.87096 -5.11528
33 F 0.59985 1.00482 -6.15779
34 F -0.55771 -0.42588 -5.06733
35 F -1.31890 1.62447 -5.40357
36 H -0.69038 -2.61380 -0.64059
37 H 0.98767 -3.19490 -0.93096
38 H 0.27966 -3.09414 0.72123
39 H 1.79348 -1.23496 0.43742
40 H 0.12936 -0.68674 0.63693
41 H 0.58130 -1.02139 -2.20550
42 H 2.07228 -0.36931 -1.60286
43 H -0.99346 2.75156 -1.13800
44 H 0.37843 3.37250 -1.98362
45 H -1.54060 -0.90047 -1.37490
46 H -3.64317 -1.66648 -1.90540
47 H -4.06057 0.46856 -4.01832
48 H -4.79087 0.76431 -2.37852
49 H -5.86719 -0.83475 -4.50946
50 H -6.44750 -0.63740 -2.80490
51 H -5.35124 -1.92607 -3.18039
52 H -3.39352 1.49372 -0.80828
53 H -3.31132 2.23492 1.21633
54 H -2.37899 1.21476 2.28866
55 H -0.89566 3.47176 0.86939
56 H -1.99520 3.77671 2.19385
57 H -1.08674 3.87824 4.34593
58 H 0.62812 3.16553 5.99048
59 H 2.33355 1.47768 5.32514
60 H 2.32363 0.51090 3.00527
61 H 0.60020 1.26971 1.43532
62 Br 3.30651 -3.63052 3.15055
63 C 2.92476 -3.33194 5.04113
64 C 1.48945 -2.94022 5.25750
65 Br 1.18803 -1.07803 4.74861
66 H 3.62713 -2.57861 5.38751
67 H 3.14124 -4.27976 5.52956
68 H 1.23264 -2.99775 6.31348
69 H 0.79314 -3.54375 4.68878
70 Br -2.96613 5.41790 -5.25532
71 C -3.33459 5.97856 -7.09086
72 C -4.44831 5.17229 -7.70477
73 Br -3.84814 3.38877 -8.20847
74 H -2.39934 5.89126 -7.63407
75 H -3.62013 7.02751 -7.02891
76 H -4.79089 5.62984 -8.63070
77 H -5.29094 5.04151 -7.03377
78 Br 0.15608 -6.13756 5.19130
79 C 1.44460 -7.34474 6.01052
80 C 1.53182 -7.13727 7.49862
81 Br 2.54616 -5.53772 7.94683
82 H 2.39089 -7.18669 5.50250
83 H 1.07920 -8.34499 5.78852
84 H 2.07298 -7.95736 7.96547
85 H 0.55901 -7.03346 7.96803
86 Br 5.20728 0.66431 3.48414
87 C 6.83205 -0.15321 2.79487
88 C 6.96119 -1.58270 3.25020
89 Br 7.51766 -1.69745 5.11177
90 H 7.65871 0.47402 3.11270
91 H 6.74126 -0.10681 1.71168
92 H 7.73894 -2.09261 2.68539
93 H 6.03137 -2.13806 3.16665
94 Br -10.06324 -1.12128 -1.93947
95 C -10.04454 0.37090 -3.18661
96 C -10.12137 -0.09949 -4.61476
97 Br -8.41555 -0.81293 -5.21801
98 H -9.14553 0.94289 -2.97902
99 H -10.91933 0.96665 -2.93468
100 H -10.33615 0.73445 -5.27982
101 H -10.86129 -0.87886 -4.76529
102 Br 3.63538 -2.25218 -4.49757
103 C 3.82278 -0.80520 -5.78795
104 C 3.69668 -1.30377 -7.20147
105 Br 5.31072 -2.22077 -7.78891
106 H 4.77813 -0.32976 -5.59033
107 H 3.01902 -0.11169 -5.55915
108 H 3.57539 -0.46891 -7.88810
109 H 2.87460 -2.00027 -7.33016
110 Br 11.09138 1.16121 8.76284
111 C 9.42197 1.04841 7.76936
112 C 8.33900 0.38446 8.57596
113 Br 8.58359 -1.54362 8.65146
114 H 9.63945 0.52213 6.84523
115 H 9.15165 2.07819 7.54572
116 H 7.37012 0.53155 8.10247
117 H 8.29728 0.73709 9.60140

Properties
Frontier orbital gap in eV: 9.39
LUMO in eV: 0.221
Net charge: 0
Maximum force in eV/A: 2.652
Calculated total energy in Ha: -41044.43705